{
  "formula": "C45H28MnN4O",
  "method": "the ωB97M-V functional and the def2-TZVPD basis",
  "multiplicity": 5,
  "e_homo_ev": [-9.77, -9.89],
  "s_squared": 6.17,
  "total_energy_ha": -3176.68497,
  "lumo_energy_ev": [-4.31, -4.73],
  "total_charge": 1,
  "symbols": ["Mn", "C", "C", "C", "C", "C", "C", "C", "C", "C", "C", "C", "C", "C", "C", "C", "C", "C", "C", "C", "N", "C", "C", "C", "C", "C", "C", "C", "C", "C", "C", "C", "C", "N", "C", "C", "C", "C", "C", "N", "C", "C", "C", "C", "C", "C", "C", "C", "N", "H", "H", "H", "H", "H", "H", "H", "H", "H", "H", "H", "H", "H", "H", "H", "H", "H", "H", "H", "H", "H", "H", "H", "H", "H", "H", "H", "H", "O", "C"],
  "coordinates": [[0.03331, -0.00651, 0.25149], [3.93372, 3.70102, -5.07149], [3.40931, 2.42150, -5.15134], [2.76696, 1.86969, -4.05881], [2.62762, 2.59655, -2.87821], [3.15790, 3.87950, -2.80158], [3.81396, 4.42044, -3.89403], [1.86962, 1.96264, -1.77835], [0.52749, 2.27883, -1.60607], [-0.14085, 3.42747, -2.14978], [-1.36871, 3.48544, -1.57277], [-1.50213, 2.31387, -0.75584], [-2.65794, 1.87153, -0.11310], [-3.71459, 2.83171, 0.25305], [-4.63124, 3.35172, -0.65270], [-5.55615, 4.29455, -0.23809], [-5.56153, 4.74642, 1.07161], [-4.65069, 4.22903, 1.97922], [-3.74083, 3.26838, 1.57775], [-2.84405, 0.49142, 0.17243], [-1.82381, -0.43982, 0.14853], [-2.42519, -1.67553, 0.15966], [-1.70505, -2.91097, 0.16806], [-2.39047, -4.11982, -0.31203], [-3.45873, -4.70986, 0.35722], [-4.12678, -5.77923, -0.20954], [-3.75774, -6.26272, -1.45400], [-2.68339, -5.69249, -2.11528], [-1.98966, -4.64448, -1.54186], [-0.38420, -2.95377, 0.59968], [0.26718, -4.09178, 1.18096], [1.37547, -3.62927, 1.82073], [1.48500, -2.23556, 1.50984], [0.39614, -1.84259, 0.78542], [2.62793, -1.44183, 1.65500], [2.89864, -0.41450, 0.68778], [4.15298, 0.05155, 0.26861], [3.92779, 0.93694, -0.77908], [2.53647, 1.03069, -0.94103], [1.90503, 0.19256, -0.04627], [3.52321, -1.58191, 2.80424], [4.87079, -1.92738, 2.73977], [5.66041, -1.84914, 3.87227], [5.12699, -1.40759, 5.07344], [3.77707, -1.10504, 5.15631], [2.97433, -1.21462, 4.03857], [-3.82162, -1.52462, 0.20256], [-4.08352, -0.16256, 0.25261], [-0.33553, 1.59235, -0.78804], [4.43964, 4.13424, -5.92090], [3.50033, 1.85577, -6.06640], [2.35050, 0.87443, -4.11469], [3.06438, 4.44378, -1.88567], [4.23446, 5.41229, -3.82820], [0.29560, 4.11147, -2.85188], [-2.13507, 4.22016, -1.72901], [-4.62732, 3.00610, -1.67554], [-6.27535, 4.68327, -0.94351], [-6.28049, 5.48938, 1.38545], [-4.64783, 4.58153, 3.00051], [-3.02587, 2.86730, 2.28107], [-3.73975, -4.34511, 1.33375], [-4.95023, -6.23125, 0.31861], [-4.30312, -7.07577, -1.90687], [-2.39168, -6.05462, -3.08789], [-1.15169, -4.20207, -2.06028], [-0.11984, -5.09238, 1.14203], [2.09071, -4.18328, 2.39556], [5.10481, -0.23744, 0.66469], [4.65272, 1.50064, -1.33263], [5.28332, -2.29250, 1.81056], [6.70163, -2.12588, 3.81367], [5.75710, -1.30793, 5.94273], [3.35040, -0.76969, 6.08932], [1.92385, -0.96942, 4.09627], [-4.54291, -2.31674, 0.20340], [-5.04215, 0.31435, 0.29295], [0.12819, 1.31469, 2.88261], [0.06472, 0.77252, 1.87277]],
  "atomic_forces_ev_per_a": [[-0.2153, -2.9036, -5.7741], [0.0208, -0.0069, 0.0360], [0.0618, 0.0095, -0.0908], [-0.0614, 0.0118, 0.1241], [0.1481, 0.2223, -0.2232], [-0.0514, -0.1678, 0.0718], [0.0730, 0.1433, -0.0515], [0.2692, -0.7356, 0.7329], [0.1075, -0.0803, -0.1776], [-0.0573, -0.2273, 0.1924], [0.1652, -0.1549, 0.1094], [-0.1020, -0.0778, 0.2397], [0.1303, -1.1382, 0.0698], [-0.3023, 0.2947, 0.0098], [0.0777, -0.1252, 0.0371], [-0.1138, 0.1188, -0.0348], [-0.0243, -0.0674, -0.0178], [-0.0740, 0.0751, 0.0870], [0.0107, -0.0014, -0.1782], [0.8507, 1.1975, -0.2005], [-0.8464, -0.2115, 0.0373], [1.2710, -0.9325, -0.1737], [-0.3647, 1.2345, 0.1271], [-0.1702, -0.5026, 0.0025], [0.2298, 0.0510, 0.0200], [-0.1481, -0.0923, 0.0018], [0.0254, 0.0674, 0.0144], [-0.0142, -0.1094, -0.0570], [-0.0214, 0.1782, 0.1615], [-0.2027, 0.0863, -0.0406], [0.0278, 0.2458, -0.0402], [-0.1366, 0.1010, -0.0104], [0.2406, 0.3488, -0.0831], [-0.0956, -0.5302, 0.0258], [-0.1034, 0.7453, -1.1560], [-1.0643, -0.8374, 0.9416], [0.2663, 1.0744, -0.8204], [0.4772, -0.8293, 0.8159], [-1.0498, 0.7172, -0.6599], [0.9756, 0.0587, -0.3076], [0.3171, -0.2789, 0.5361], [-0.2531, -0.0738, -0.0874], [0.1002, 0.0182, 0.0710], [-0.0416, -0.0334, -0.0507], [0.0747, -0.0243, 0.1335], [0.1493, -0.0121, -0.2834], [-0.7042, 1.2007, -0.1307], [-0.1585, -1.2849, 0.2336], [0.0899, 0.5121, -0.2967], [0.0355, 0.0357, -0.0632], [0.0057, -0.0596, -0.0590], [-0.0276, -0.1054, -0.0311], [-0.0243, 0.0820, 0.1015], [0.0233, 0.1012, 0.0204], [0.0550, 0.1045, -0.1178], [-0.1179, 0.1194, 0.0355], [0.0083, -0.0317, -0.1368], [-0.0446, 0.0337, -0.0642], [-0.0143, 0.0390, 0.0116], [-0.0031, -0.0164, 0.0663], [0.0643, -0.0382, 0.0976], [-0.0970, 0.0604, 0.0958], [-0.1173, -0.0767, 0.0905], [-0.0477, -0.0929, -0.0169], [0.0701, -0.0904, -0.1051], [0.0674, 0.0765, -0.0633], [-0.0133, -0.1716, 0.0305], [0.1536, -0.1273, 0.1183], [0.1530, -0.0375, 0.1568], [0.1527, 0.0047, -0.1712], [0.0854, 0.0456, -0.0953], [0.1098, -0.0230, 0.0044], [0.0745, -0.0249, 0.0970], [-0.0303, -0.0163, 0.1024], [-0.0998, 0.0434, 0.0236], [-0.1005, -0.1543, -0.0744], [-0.1855, 0.1366, 0.0264], [-0.1541, -1.4429, -2.7366], [0.2359, 4.3530, 8.7703]],
  "mulliken_charge": [-0.4296, -0.3528, -0.9076, 0.0670, -0.8983, 0.1142, -0.8085, 1.8270, 0.2787, -1.1916, -1.4790, 0.2844, 1.3388, -0.7653, 0.0819, -0.7959, -0.3736, -0.8351, -0.0928, 0.0841, 0.2316, 0.7573, 1.2862, -0.4583, -0.2800, -0.7663, -0.3839, -0.8518, -0.1463, 0.3370, -1.3702, -1.5015, 0.2765, 0.2079, 0.8521, 0.8552, -1.3928, -1.2824, 0.0705, 0.3880, -0.1123, -0.1151, -0.7747, -0.4572, -0.7725, -0.3621, -1.2294, -1.3050, 0.1729, 0.4064, 0.4127, 0.5077, 0.4837, 0.4118, 0.5748, 0.6171, 0.5224, 0.4086, 0.4067, 0.4032, 0.4552, 0.5618, 0.3915, 0.4120, 0.3965, 0.4734, 0.6166, 0.5929, 0.5713, 0.6090, 0.5614, 0.4170, 0.4113, 0.4078, 0.3350, 0.6367, 0.6127, -0.2757, 0.6390]
}